Entry 1:
{
  "formula": "C17H58O12",
  "method": "wB97M-V/def2-TZVPD",
  "charge": -1,
  "fmax_ev_per_a": 2.26,
  "gap_ev": [1.97, 8.69],
  "spin_multiplicity": 2,
  "lumo_energy_ev": [1.98, 1.94],
  "symbols": ["C", "O", "H", "H", "H", "H", "C", "O", "H", "H", "H", "H", "C", "O", "H", "H", "H", "H", "C", "O", "H", "H", "H", "H", "C", "O", "H", "H", "H", "H", "C", "C", "C", "O", "H", "H", "H", "H", "H", "H", "H", "H", "C", "C", "C", "O", "H", "H", "H", "H", "H", "H", "H", "H", "C", "C", "C", "O", "H", "H", "H", "H", "H", "H", "H", "H", "C", "C", "C", "O", "H", "H", "H", "H", "H", "H", "H", "H", "O", "H", "H", "O", "H", "H", "O", "H", "H"],
  "coordinates": [[-3.54, -0.14, -3.72], [-4.16, 0.96, -3.08], [-3.31, -0.89, -2.96], [-4.22, -0.57, -4.45], [-2.60, 0.26, -4.09], [-5.01, 0.77, -2.66], [-3.09, -2.55, 3.60], [-1.74, -2.78, 3.66], [-3.66, -3.44, 3.88], [-3.41, -1.84, 4.36], [-3.40, -2.24, 2.60], [-1.22, -1.98, 3.57], [-0.90, 2.54, -4.90], [-0.88, 3.85, -5.43], [-1.72, 1.99, -5.35], [0.08, 2.13, -5.15], [-1.12, 2.70, -3.84], [-1.76, 4.13, -5.69], [-1.12, 1.67, 5.60], [-0.88, 0.51, 6.30], [-0.74, 2.48, 6.22], [-0.80, 1.62, 4.56], [-2.17, 1.84, 5.36], [0.02, 0.50, 6.63], [0.78, 5.38, -0.07], [1.93, 4.79, 0.63], [0.00, 4.63, -0.19], [0.28, 6.10, 0.58], [0.99, 5.86, -1.02], [1.66, 4.24, 1.37], [0.45, -4.49, -0.91], [0.12, -4.40, 0.55], [-1.46, -4.35, 0.85], [0.70, -5.47, 1.23], [-0.33, -4.09, -1.56], [0.52, -5.52, -1.26], [1.34, -3.93, -1.18], [0.57, -3.49, 0.95], [-2.04, -5.15, 0.40], [-1.94, -3.50, 0.35], [-1.56, -4.38, 1.93], [1.57, -5.70, 0.89], [-0.64, 1.75, -0.08], [-1.43, 0.80, 0.71], [-1.27, -0.61, 0.16], [-0.93, 0.84, 2.09], [-1.14, 1.88, -1.04], [0.41, 1.48, -0.22], [-0.67, 2.69, 0.47], [-2.45, 1.19, 0.73], [-1.61, -0.77, -0.86], [-1.94, -1.34, 0.63], [-0.24, -0.95, 0.26], [-0.17, 0.27, 2.23], [3.68, 1.83, -0.34], [3.62, 0.54, 0.58], [4.33, -0.77, 0.20], [4.15, 0.95, 1.82], [4.69, 1.92, -0.72], [3.43, 2.81, 0.07], [2.99, 1.69, -1.18], [2.60, 0.23, 0.78], [4.06, -1.02, -0.82], [4.02, -1.50, 0.95], [5.42, -0.70, 0.27], [3.52, 1.55, 2.21], [2.25, -2.44, -3.29], [1.50, -1.27, -3.98], [0.10, -1.12, -3.40], [2.23, -0.09, -3.75], [3.28, -2.55, -3.63], [1.64, -3.34, -3.24], [2.25, -2.07, -2.26], [1.52, -1.36, -5.06], [-0.46, -0.30, -3.85], [0.27, -0.92, -2.34], [-0.47, -2.03, -3.58], [3.10, -0.32, -4.09], [-2.71, 2.73, 2.69], [-3.63, 2.53, 2.52], [-2.23, 2.02, 2.28], [1.19, -0.68, 2.81], [1.84, -1.38, 2.90], [1.62, 0.08, 3.22], [0.28, 3.54, 2.82], [0.47, 2.60, 2.84], [-0.67, 3.59, 2.91]],
  "lowdin_charge": [-0.16, -0.13, 0.07, 0.08, 0.05, 0.07, -0.21, -0.13, 0.08, 0.08, 0.06, 0.07, -0.16, -0.14, 0.07, 0.08, 0.08, 0.07, -0.23, -0.14, 0.08, 0.04, 0.07, 0.06, -0.13, -0.15, 0.05, 0.06, 0.07, 0.02, -0.08, -0.48, -0.02, -0.06, 0.07, 0.09, 0.05, 0.11, 0.07, 0.05, 0.06, 0.08, -0.06, -0.45, -0.04, -0.12, 0.09, 0.09, 0.06, 0.13, 0.06, 0.05, 0.08, 0.01, -0.04, -0.50, -0.07, -0.13, 0.06, 0.05, 0.05, 0.08, 0.06, 0.06, 0.07, 0.04, -0.05, -0.50, -0.04, -0.05, 0.08, 0.06, 0.06, 0.13, 0.05, 0.07, 0.08, 0.08, -0.05, 0.04, -0.03, -0.16, 0.00, -0.02, -0.07, -0.01, 0.01]
}

Entry 2:
{
  "formula": "C17H60O13",
  "method": "wB97M-V/def2-TZVPD",
  "fmax_ev_per_a": 3.33,
  "gap_ev": 10.09,
  "de_lowest_kj_mol": 203.62,
  "lumo_energy_ev": 0.29,
  "symbols": ["C", "O", "H", "H", "H", "H", "C", "O", "H", "H", "H", "H", "C", "O", "H", "H", "H", "H", "C", "O", "H", "H", "H", "H", "C", "O", "H", "H", "H", "H", "C", "O", "H", "H", "H", "H", "C", "O", "H", "H", "H", "H", "C", "O", "H", "H", "H", "H", "C", "O", "H", "H", "H", "H", "C", "O", "H", "H", "H", "H", "C", "O", "H", "H", "H", "H", "C", "C", "C", "O", "H", "H", "H", "H", "H", "H", "H", "H", "C", "C", "C", "O", "H", "H", "H", "H", "H", "H", "H", "H"],
  "coordinates": [[-0.28, 2.57, 1.05], [0.07, 2.88, 2.41], [0.52, 2.60, 0.28], [-0.68, 1.60, 0.98], [-1.09, 3.23, 0.70], [-0.09, 3.78, 2.60], [3.74, 0.28, 0.71], [3.13, 0.58, -0.54], [3.52, 1.03, 1.50], [3.46, -0.72, 1.02], [4.79, 0.33, 0.49], [3.03, 1.54, -0.59], [2.21, -2.68, -0.58], [2.34, -2.78, 0.85], [3.17, -2.92, -1.06], [1.40, -3.35, -0.98], [2.06, -1.65, -0.86], [1.67, -3.40, 1.12], [3.50, 2.37, 3.95], [3.14, 3.12, 2.73], [3.51, 3.02, 4.85], [2.90, 1.35, 4.01], [4.59, 2.08, 3.87], [2.18, 3.15, 2.68], [2.89, 4.41, 0.06], [2.78, 3.20, -0.67], [3.13, 5.30, -0.56], [2.10, 4.68, 0.71], [3.78, 4.17, 0.63], [2.06, 3.40, -1.35], [0.81, -0.84, 2.55], [-0.16, 0.09, 3.14], [0.50, -1.04, 1.59], [1.83, -0.42, 2.64], [0.66, -1.68, 3.16], [0.23, 0.96, 3.19], [-1.51, -3.70, 0.86], [-1.90, -2.49, 0.17], [-0.87, -3.49, 1.74], [-2.33, -4.36, 1.17], [-0.92, -4.35, 0.17], [-2.35, -1.94, 0.79], [-3.45, -4.14, -2.51], [-2.10, -3.84, -2.22], [-3.95, -4.59, -1.60], [-4.01, -3.22, -2.74], [-3.51, -4.95, -3.26], [-2.11, -3.20, -1.50], [-0.85, 4.58, -1.91], [0.25, 3.68, -2.33], [-0.53, 5.21, -1.06], [-1.06, 5.18, -2.77], [-1.77, 4.05, -1.62], [0.05, 2.76, -2.07], [-4.65, 0.88, -0.63], [-3.47, 1.68, -0.27], [-4.68, 0.58, -1.71], [-4.63, 0.01, 0.01], [-5.56, 1.45, -0.45], [-3.02, 1.10, 0.37], [-0.32, -0.12, -1.59], [0.61, 0.94, -1.62], [-0.57, -0.33, -0.51], [-1.21, 0.08, -2.16], [0.09, -0.98, -2.09], [1.40, 0.66, -1.18], [1.31, -3.28, -4.41], [2.09, -2.08, -4.99], [2.59, -1.17, -3.94], [3.19, -2.59, -5.77], [0.89, -3.84, -5.20], [0.54, -2.74, -3.79], [1.92, -3.92, -3.75], [1.42, -1.49, -5.59], [3.26, -0.44, -4.43], [3.22, -1.70, -3.20], [1.78, -0.60, -3.44], [3.86, -1.93, -5.94], [-3.62, -1.30, 3.98], [-3.63, -0.27, 2.87], [-3.53, 1.14, 3.49], [-2.47, -0.48, 2.05], [-2.64, -1.24, 4.49], [-3.68, -2.24, 3.49], [-4.42, -1.29, 4.76], [-4.55, -0.40, 2.24], [-3.45, 1.82, 2.67], [-2.61, 1.32, 4.06], [-4.34, 1.50, 4.12], [-1.61, -0.16, 2.44]],
  "lowdin_charge": [-0.10, -0.11, 0.07, 0.04, 0.09, 0.08, -0.11, -0.15, 0.07, 0.05, 0.08, 0.02, -0.13, -0.13, 0.08, 0.10, 0.03, 0.05, -0.12, -0.17, 0.07, 0.10, 0.09, 0.03, -0.14, -0.15, 0.09, 0.06, 0.08, 0.09, -0.05, -0.14, 0.04, 0.09, 0.07, 0.04, -0.13, -0.14, 0.07, 0.08, 0.09, 0.02, -0.16, -0.15, 0.08, 0.07, 0.08, 0.01, -0.10, -0.16, 0.07, 0.06, 0.07, 0.04, -0.11, -0.15, 0.08, 0.05, 0.07, 0.02, -0.12, -0.14, 0.08, 0.09, 0.05, 0.01, -0.04, -0.50, -0.07, -0.05, 0.06, 0.08, 0.09, 0.13, 0.09, 0.09, 0.07, 0.07, -0.06, -0.45, -0.04, -0.12, 0.09, 0.06, 0.10, 0.14, 0.05, 0.08, 0.08, 0.05]
}

Entry 3:
{
  "formula": "C17H62N10O14",
  "method": "wB97M-V/def2-TZVPD",
  "fmax_ev_per_a": 8.70,
  "gap_ev": 7.63,
  "de_lowest_kj_mol": 306.48,
  "lumo_energy_ev": -0.85,
  "symbols": ["C", "C", "O", "H", "H", "H", "H", "H", "H", "C", "C", "O", "H", "H", "H", "H", "H", "H", "C", "C", "O", "H", "H", "H", "H", "H", "H", "C", "O", "N", "N", "H", "H", "H", "H", "C", "O", "N", "N", "H", "H", "H", "H", "C", "O", "N", "N", "H", "H", "H", "H", "C", "O", "N", "N", "H", "H", "H", "H", "C", "O", "N", "N", "H", "H", "H", "H", "C", "O", "H", "H", "H", "H", "C", "O", "H", "H", "H", "H", "C", "O", "H", "H", "H", "H", "C", "O", "H", "H", "H", "H", "C", "O", "H", "H", "H", "H", "C", "O", "H", "H", "H", "H"],
  "coordinates": [[-1.80, 8.54, -32.03], [-1.81, 8.36, -30.51], [-0.49, 8.05, -30.05], [-1.22, 9.44, -32.30], [-2.79, 8.59, -32.40], [-1.31, 7.71, -32.51], [-2.30, 7.47, -30.10], [-2.19, 9.27, -29.98], [-0.39, 8.36, -29.16], [-2.74, -1.42, -32.84], [-2.73, -0.17, -31.90], [-1.67, -0.47, -31.03], [-2.95, -2.34, -32.24], [-1.86, -1.40, -33.31], [-3.50, -1.34, -33.62], [-3.67, -0.05, -31.36], [-2.43, 0.77, -32.37], [-1.53, 0.39, -30.64], [-1.20, 3.77, -33.05], [-1.52, 5.25, -33.07], [-2.90, 5.46, -33.02], [-0.16, 3.58, -33.36], [-1.69, 3.25, -33.92], [-1.34, 3.35, -32.04], [-1.10, 5.69, -33.98], [-1.07, 5.68, -32.16], [-3.20, 6.34, -33.18], [3.30, 4.33, -31.48], [3.23, 4.09, -32.86], [3.65, 3.40, -30.62], [3.12, 5.56, -30.95], [4.07, 2.56, -31.09], [3.81, 3.37, -29.56], [3.04, 6.33, -31.63], [3.12, 5.83, -29.91], [-0.22, 4.60, -29.86], [-1.46, 4.78, -29.54], [0.57, 5.61, -30.11], [0.34, 3.43, -29.88], [1.54, 5.50, -30.55], [0.16, 6.59, -30.26], [-0.15, 2.63, -29.66], [1.33, 3.30, -29.94], [-4.70, 2.94, -31.40], [-5.19, 2.71, -32.76], [-5.08, 2.27, -30.36], [-3.75, 3.73, -31.14], [-5.72, 1.51, -30.47], [-4.73, 2.43, -29.41], [-3.31, 4.14, -31.96], [-3.23, 3.96, -30.28], [2.55, 7.06, -27.82], [1.88, 8.19, -28.29], [3.24, 7.06, -26.75], [2.47, 5.86, -28.39], [3.11, 7.99, -26.20], [3.58, 6.31, -26.06], [1.56, 5.86, -29.02], [2.70, 5.01, -27.84], [-1.63, 7.34, -27.28], [-1.87, 8.70, -27.00], [-0.50, 6.75, -26.95], [-2.49, 6.44, -27.66], [0.39, 7.32, -26.94], [-0.28, 5.70, -26.96], [-3.47, 6.79, -28.00], [-2.12, 5.73, -28.33], [1.98, -0.56, -29.54], [1.88, -1.20, -28.27], [2.85, -0.93, -29.98], [1.99, 0.55, -29.63], [1.06, -0.72, -30.13], [2.74, -1.06, -27.79], [3.12, 2.41, -27.50], [3.87, 3.46, -27.99], [3.26, 2.37, -26.43], [3.43, 1.44, -27.92], [2.12, 2.64, -27.90], [4.69, 3.46, -27.46], [-0.88, 3.77, -26.18], [0.30, 4.01, -26.92], [-1.15, 4.64, -25.47], [-0.86, 2.93, -25.45], [-1.59, 3.70, -26.92], [0.44, 3.32, -27.54], [1.97, 8.21, -31.72], [3.29, 8.02, -32.36], [2.05, 8.16, -30.58], [1.38, 7.39, -32.06], [1.30, 9.04, -32.11], [3.69, 8.83, -32.25], [1.19, 1.25, -32.72], [1.30, -0.13, -32.71], [1.39, 1.50, -31.66], [0.17, 1.47, -32.85], [1.83, 1.62, -33.43], [0.47, -0.59, -32.62], [-2.16, 1.51, -28.75], [-0.85, 1.01, -28.94], [-2.29, 2.48, -29.15], [-2.36, 1.57, -27.70], [-3.01, 0.97, -29.27], [-0.77, 0.22, -28.37]],
  "lowdin_charge": [-0.06, -0.23, -0.13, 0.09, 0.07, 0.03, 0.10, 0.14, 0.04, -0.04, -0.29, -0.10, 0.10, 0.01, 0.08, 0.09, 0.11, 0.02, -0.08, -0.32, -0.07, 0.07, 0.11, 0.05, 0.13, 0.09, 0.08, -0.57, -0.13, 0.14, 0.11, 0.14, 0.07, 0.08, 0.09, -0.62, -0.07, 0.15, 0.25, 0.07, 0.10, 0.04, 0.08, -0.59, -0.20, 0.14, 0.17, 0.12, 0.12, 0.06, 0.09, -0.62, -0.11, 0.14, 0.10, 0.17, 0.16, 0.06, 0.10, -0.64, -0.15, 0.15, 0.13, 0.11, 0.08, 0.17, 0.05, -0.17, -0.12, 0.07, 0.05, 0.08, 0.09, -0.12, -0.16, 0.10, 0.08, 0.07, 0.14, -0.13, -0.14, 0.12, 0.10, 0.03, 0.02, -0.12, -0.10, 0.08, 0.05, 0.10, 0.03, -0.14, -0.12, 0.06, 0.05, 0.06, 0.05, -0.14, -0.14, 0.03, 0.09, 0.10, 0.12]
}

Entry 4:
{
  "formula": "C17H62N14O14",
  "method": "wB97M-V/def2-TZVPD",
  "fmax_ev_per_a": 9.37,
  "gap_ev": 7.53,
  "de_lowest_kj_mol": 141.72,
  "lumo_energy_ev": 0.03,
  "symbols": ["C", "C", "O", "H", "H", "H", "H", "H", "H", "C", "C", "O", "H", "H", "H", "H", "H", "H", "C", "C", "O", "H", "H", "H", "H", "H", "H", "C", "O", "N", "N", "H", "H", "H", "H", "C", "O", "N", "N", "H", "H", "H", "H", "C", "O", "N", "N", "H", "H", "H", "H", "C", "O", "N", "N", "H", "H", "H", "H", "C", "O", "N", "N", "H", "H", "H", "H", "C", "O", "N", "N", "H", "H", "H", "H", "C", "O", "N", "N", "H", "H", "H", "H", "C", "O", "H", "H", "H", "H", "C", "O", "H", "H", "H", "H", "C", "O", "H", "H", "H", "H", "C", "O", "H", "H", "H", "H"],
  "coordinates": [[-7.39, -9.02, 13.07], [-8.78, -8.31, 12.77], [-9.12, -7.32, 13.70], [-7.21, -9.84, 12.33], [-7.38, -9.39, 14.12], [-6.51, -8.39, 13.08], [-9.62, -8.97, 12.67], [-8.78, -7.84, 11.81], [-9.81, -6.71, 13.31], [2.03, -12.86, 13.07], [0.59, -13.37, 13.01], [0.15, -13.49, 11.73], [2.01, -11.87, 12.73], [2.76, -13.53, 12.58], [2.29, -12.88, 14.10], [-0.09, -12.69, 13.53], [0.58, -14.43, 13.33], [0.09, -12.60, 11.42], [-1.65, -7.81, 11.39], [-2.72, -6.76, 11.20], [-2.21, -5.71, 10.49], [-0.75, -7.41, 11.82], [-1.53, -8.25, 10.40], [-1.97, -8.65, 12.05], [-3.07, -6.42, 12.20], [-3.47, -7.28, 10.66], [-1.66, -5.16, 11.03], [-0.49, -10.54, 9.53], [0.08, -10.93, 10.78], [0.24, -10.12, 8.51], [-1.70, -10.75, 9.16], [1.26, -10.01, 8.64], [-0.05, -9.79, 7.62], [-2.38, -11.09, 9.90], [-2.09, -10.45, 8.29], [-5.63, -11.91, 14.58], [-5.15, -10.71, 15.04], [-6.06, -12.89, 15.30], [-5.50, -12.20, 13.34], [-6.07, -12.60, 16.27], [-6.28, -13.85, 15.02], [-4.95, -11.49, 12.83], [-6.13, -12.90, 12.86], [-2.74, -14.02, 14.61], [-2.71, -12.93, 15.43], [-1.83, -14.87, 14.56], [-3.71, -14.28, 13.74], [-1.17, -14.67, 15.23], [-1.79, -15.71, 13.98], [-4.45, -13.52, 13.60], [-4.00, -15.19, 13.41], [-0.99, -10.15, 16.89], [-2.06, -10.42, 17.71], [-0.06, -9.33, 17.16], [-0.76, -10.69, 15.74], [-0.13, -8.93, 18.11], [0.47, -8.85, 16.44], [-1.47, -11.38, 15.42], [0.06, -10.51, 15.12], [-5.43, -5.63, 15.24], [-4.24, -5.05, 14.78], [-6.40, -4.97, 15.81], [-5.68, -6.90, 15.23], [-6.25, -3.97, 16.01], [-7.25, -5.38, 16.32], [-5.00, -7.56, 14.82], [-6.55, -7.34, 15.54], [-3.10, -10.98, 12.16], [-1.93, -11.09, 12.94], [-3.99, -10.04, 12.21], [-3.41, -11.76, 11.20], [-3.94, -9.33, 12.99], [-4.68, -9.70, 11.49], [-2.92, -12.70, 11.18], [-4.34, -11.78, 10.68], [-3.23, -14.84, 10.67], [-4.52, -15.00, 10.98], [-2.46, -14.16, 11.46], [-2.65, -15.37, 9.66], [-2.91, -14.13, 12.45], [-1.45, -14.02, 11.35], [-3.16, -15.90, 8.97], [-1.66, -15.27, 9.44], [0.81, -8.93, 13.57], [1.54, -9.54, 14.61], [1.38, -9.20, 12.71], [0.64, -7.84, 13.52], [-0.19, -9.41, 13.42], [2.44, -9.19, 14.62], [-2.48, -7.55, 14.98], [-3.44, -8.39, 14.34], [-1.46, -7.97, 14.88], [-2.72, -7.35, 16.01], [-2.44, -6.59, 14.51], [-3.63, -9.11, 14.92], [-4.79, -9.15, 9.08], [-5.77, -9.17, 10.08], [-4.66, -10.08, 8.52], [-3.83, -8.97, 9.57], [-4.99, -8.33, 8.46], [-6.03, -8.24, 10.26], [-5.66, -12.51, 8.98], [-6.18, -11.90, 10.16], [-5.71, -13.59, 9.09], [-4.66, -12.22, 8.81], [-6.12, -12.21, 8.06], [-6.42, -11.03, 9.98]],
  "lowdin_charge": [-0.06, -0.31, -0.11, 0.07, 0.07, 0.04, 0.09, 0.09, 0.12, -0.05, -0.35, -0.10, 0.04, 0.09, 0.07, 0.10, 0.11, 0.01, -0.07, -0.34, -0.04, 0.07, 0.06, 0.06, 0.12, 0.07, 0.08, -0.56, -0.13, 0.15, 0.17, 0.14, 0.10, 0.09, 0.11, -0.64, -0.09, 0.19, 0.13, 0.13, 0.13, 0.07, 0.17, -0.61, -0.06, 0.21, 0.12, 0.11, 0.15, 0.08, 0.12, -0.69, -0.13, 0.14, 0.17, 0.13, 0.09, 0.07, 0.08, -0.61, -0.15, 0.12, 0.17, 0.12, 0.15, 0.08, 0.12, -0.61, -0.09, 0.15, 0.12, 0.10, 0.10, 0.07, 0.11, -0.69, -0.09, 0.12, 0.19, 0.07, 0.09, 0.12, 0.13, -0.17, -0.15, 0.06, 0.08, 0.06, 0.10, -0.11, -0.16, 0.07, 0.09, 0.05, 0.06, -0.13, -0.15, 0.07, 0.06, 0.09, 0.13, -0.13, -0.10, 0.08, 0.04, 0.08, 0.01]
}